Arrangement i

C6H14N2 | ωB97M-V with the def2-TZVPD basis set

Geometry as XYZ:
```
22
Properties=species:S:1:pos:R:3:nbo_charge:R:1
C 0.5793 0.2620 -1.7040 -0.4008
C 1.8379 0.4092 0.3328 -0.4005
C -0.7053 1.5275 0.9078 -0.6639
C 0.8628 -1.6752 -0.3291 -0.4780
N 0.6812 -0.2141 -0.3146 -0.2284
C -0.6435 0.1117 0.3974 -0.1600
C -1.5457 -0.8848 0.3171 -0.1382
N -2.7667 -0.7669 0.9336 -0.8340
H -3.4806 -1.4083 0.6310 0.3705
H -3.1374 0.1291 1.2461 0.3274
H -0.2445 -0.2663 -2.1819 0.2406
H 0.3661 1.3264 -1.7121 0.2111
H 1.5031 0.0796 -2.2523 0.1955
H 1.8665 0.1115 1.3822 0.2273
H 2.7556 0.0827 -0.1632 0.2087
H 1.7755 1.4950 0.2775 0.2159
H -1.7384 1.7126 1.2196 0.2193
H -0.0698 1.7094 1.7836 0.1977
H -0.4637 2.2828 0.1454 0.1881
H 1.3185 -2.0065 0.5991 0.2071
H -0.2100 -2.0242 -0.3344 0.3037
H 1.4591 -1.9934 -1.1814 0.1910
```

Summary:
HOMO, eV: -6.5
LUMO, Eh: 0.02684


Arrangement ii

C6H14N2 | ωB97M-V with the def2-TZVPD basis set

Geometry as XYZ:
```
22
Properties=species:S:1:pos:R:3:nbo_charge:R:1
C 1.1902 -1.2447 -0.9218 -0.3702
C 2.1375 -0.3911 -0.4347 -0.2291
C 3.0310 0.3733 -1.3184 -0.2230
C 4.0439 1.1469 -0.8360 -0.3882
H 1.0725 -1.3069 -2.0015 0.1895
H 0.6868 -1.9799 -0.3119 0.2096
H 2.1888 -0.2032 0.6880 0.2005
H 2.8527 0.2297 -2.3866 0.2046
H 4.7542 1.6453 -1.5303 0.2066
H 4.2211 1.1756 0.2543 0.1965
N -1.8484 -1.8779 0.7332 -0.8445
C -2.5438 -0.5250 0.9981 -0.2225
C -1.8353 0.6644 0.3284 -0.2327
N -2.7457 1.8376 0.3302 -0.8235
H -2.4836 -2.6156 1.0467 0.3593
H -0.9994 -1.9432 1.2975 0.3478
H -2.6309 -0.2918 2.0741 0.1588
H -3.5651 -0.5943 0.5828 0.1991
H -0.8490 0.8395 0.8675 0.1591
H -1.5986 0.2980 -0.6832 0.2030
H -2.8108 2.1166 1.3122 0.3428
H -2.2679 2.6465 -0.0884 0.3567
```

Summary:
HOMO, eV: -8.7
LUMO, Eh: 0.03661


Short version: arrangement ii is the most stable of them.


Arrangement i

C6H14N2 | ωB97M-V with the def2-TZVPD basis set

Geometry as XYZ:
```
22
Properties=species:S:1:pos:R:3:nbo_charge:R:1
H -0.1651 -3.0740 0.3048 0.3242
N -0.4236 -2.2410 0.8424 -0.7265
C -0.9887 -1.3424 0.1635 0.2973
N -1.4645 -1.4136 -1.1184 -0.8316
H -1.3479 -0.3958 0.7051 0.1761
H -1.0705 -2.1230 -1.7206 0.3812
H -1.7204 -0.5582 -1.5806 0.3850
C 1.5717 -0.3000 -1.6469 -0.4261
C 1.2655 0.1657 -0.4488 -0.1557
C 2.0507 -0.1065 0.7909 -0.6634
H 1.0019 -0.0591 -2.5309 0.1877
H 2.3789 -1.0026 -1.7879 0.1879
H 0.5028 0.9821 -0.3324 0.2015
H 2.9379 -0.6940 0.5752 0.2087
H 2.3493 0.8244 1.2689 0.2082
H 1.4367 -0.6642 1.4935 0.2459
C -1.7838 1.5267 1.1191 -0.4180
C -0.9032 2.3151 0.4865 -0.3978
H -2.7715 1.3622 0.7160 0.2028
H -1.6776 1.3129 2.1721 0.2097
H -0.0526 2.7346 1.0041 0.2038
H -1.1261 2.7508 -0.4757 0.1992
```

Summary:
HOMO, eV: -9.2
LUMO, Eh: 0.03368


Arrangement ii

C6H14N2 | ωB97M-V with the def2-TZVPD basis set

Geometry as XYZ:
```
22
Properties=species:S:1:pos:R:3:nbo_charge:R:1
C -1.6428 -0.0612 -0.1373 -0.3902
C 0.9792 1.3160 -1.4248 0.1566
C 2.3707 -1.2908 0.8372 -0.7105
C -1.4974 0.2712 1.3428 -0.6120
C -1.5753 -1.5602 -0.3961 -0.6118
C 1.3387 -0.5127 0.1136 0.1687
N 0.9782 2.6757 -1.0541 -0.8083
N 1.5310 0.4266 -0.6566 -0.3997
H -2.6076 0.3169 -0.4912 0.1881
H 0.3867 3.2445 -1.6439 0.3793
H 0.7671 2.8069 -0.0712 0.3770
H 1.0378 1.1526 -2.4943 0.1815
H -0.8560 0.5113 -0.7665 0.1959
H 3.3791 -0.8755 0.7743 0.1973
H 2.0776 -1.3769 1.8819 0.2339
H 2.3739 -2.2988 0.4209 0.2408
H -1.6004 1.3434 1.5145 0.1953
H -1.6866 -1.7772 -1.4589 0.2002
H -0.5164 -0.0414 1.6936 0.2119
H -2.2569 -0.2379 1.9372 0.1965
H -2.3656 -2.0876 0.1405 0.1921
H -0.6149 -1.9448 -0.0616 0.2174
```

Summary:
HOMO, eV: -6.7
LUMO, Eh: 0.02919


Short version: arrangement i is the most stable of them.


Arrangement i

C6H14N2 | ωB97M-V with the def2-TZVPD basis set

Geometry as XYZ:
```
22
Properties=species:S:1:pos:R:3:nbo_charge:R:1
C -2.4130 0.4680 0.8073 -0.0375
C -3.4872 0.8759 -0.2175 -0.6462
C 1.1708 -1.6247 -0.2016 -0.6125
C 1.3020 0.8731 -0.9093 -0.6434
C 2.2988 0.1039 1.2424 -0.6072
C 1.1681 -0.0972 0.2670 0.0960
N -1.1823 0.2664 0.3380 -0.2188
N -0.0314 0.2286 1.0292 -0.4240
H -2.4933 0.4635 1.8232 0.2000
H -4.1509 0.0282 -0.1259 0.2208
H -3.0018 0.8682 -1.1759 0.2107
H -4.0404 1.8152 0.1852 0.2299
H 0.1946 -1.8095 -0.5382 0.1920
H 1.9088 -1.6920 -1.0696 0.1991
H 1.4477 -2.1541 0.6683 0.2144
H 2.3975 0.8550 -1.1667 0.2141
H 0.9588 1.8155 -0.6837 0.2136
H 0.7528 0.6752 -1.7645 0.1927
H 3.2184 -0.2187 0.8464 0.2015
H 2.4175 1.1377 1.2291 0.2063
H 1.9879 -0.2662 2.2546 0.2316
H -1.0274 0.2472 -0.6960 0.3669
```

Summary:
HOMO (spin up / spin down), eV: -7.0 / -7.0
LUMO (spin up / spin down), Eh: 0.03056 / 0.03055


Arrangement ii

C6H14N2 | ωB97M-V with the def2-TZVPD basis set

Geometry as XYZ:
```
22
Properties=species:S:1:pos:R:3:nbo_charge:R:1
C 1.7648 1.5789 1.3283 -0.3911
C 0.6851 2.1331 0.7361 -0.1775
C 0.4553 2.2119 -0.7549 -0.2596
N -0.7988 1.5306 -1.1177 -0.8260
H 1.8308 1.4429 2.4316 0.2043
H 2.6371 1.2492 0.6956 0.1955
H -0.1601 2.4236 1.3564 0.1860
H 0.4737 3.2549 -1.1599 0.1733
H 1.2896 1.6818 -1.2169 0.1933
H -1.0717 1.7571 -2.0954 0.3584
H -1.5182 1.8974 -0.5031 0.3479
C 0.8908 -2.0505 -1.3848 -0.5403
C -0.2244 -1.5244 -0.7747 0.0491
N -0.4717 -1.5304 0.5952 -0.6170
C -1.6907 -2.0617 1.1658 -0.4056
H 1.7236 -2.4008 -0.7216 0.1813
H 1.0599 -1.9782 -2.4180 0.2030
H -1.0820 -1.1773 -1.3441 0.1940
H 0.3872 -1.8773 1.0939 0.3625
H -1.6735 -1.9061 2.2406 0.2004
H -2.5826 -1.4951 0.7718 0.1959
H -1.9241 -3.1598 1.0758 0.1721
```

Summary:
HOMO, eV: -7.8
LUMO, Eh: 0.04040


Short version: arrangement ii is the most stable of them.


Arrangement i

C6H14N2 | ωB97M-V with the def2-TZVPD basis set

Geometry as XYZ:
```
22
Properties=species:S:1:pos:R:3:nbo_charge:R:1
C 0.4278 -2.5022 -0.2909 -0.5463
C 0.3913 -1.3704 0.4079 0.2164
N 0.7008 -1.3065 1.7559 -0.8340
C 0.0927 0.0699 -0.2106 0.0874
C 1.3836 0.8845 -0.1190 -0.6221
C -0.3692 -0.0198 -1.6665 -0.6317
N -0.9232 0.5825 0.6900 -0.6472
C -1.2851 2.0380 0.4963 -0.4206
H 0.6666 -3.4391 0.1881 0.1929
H 0.2453 -2.5470 -1.3468 0.2034
H 0.6875 -2.1880 2.2474 0.3752
H 0.2252 -0.5534 2.2331 0.3984
H 1.2943 1.8231 -0.6613 0.2046
H 1.6262 1.0919 0.9193 0.2219
H 2.1960 0.3060 -0.5524 0.2254
H -0.6111 0.9732 -2.0418 0.2086
H 0.4215 -0.4301 -2.2882 0.2192
H -1.2533 -0.6489 -1.7540 0.2123
H -1.7674 0.0302 0.5616 0.3596
H -1.6937 2.2670 -0.4961 0.1728
H -0.4165 2.6663 0.6821 0.1993
H -2.0393 2.2729 1.2458 0.2043
```

Summary:
HOMO, eV: -8.0
LUMO, Eh: 0.03544


Arrangement ii

C6H14N2 | ωB97M-V with the def2-TZVPD basis set

Geometry as XYZ:
```
22
Properties=species:S:1:pos:R:3:nbo_charge:R:1
C -2.6591 -0.2503 -0.4177 -0.5441
C -1.8884 -0.7094 0.6099 0.2034
C -1.5829 -2.1863 0.8256 -0.6564
N -1.3221 0.1331 1.5707 -0.8191
H -2.8311 0.7911 -0.6149 0.1931
H -3.1836 -0.9589 -1.1187 0.2070
H -1.8005 -2.4042 1.8928 0.2211
H -0.5844 -2.4889 0.6255 0.2177
H -2.2528 -2.7986 0.1982 0.2249
H -0.3550 -0.0859 1.8635 0.3815
H -1.3736 1.1097 1.2955 0.3719
C 2.7120 1.2212 0.4134 -0.5223
C 1.8954 0.8156 -0.6029 0.1964
C 1.7556 -0.6022 -1.0467 -0.6612
N 1.1097 1.7270 -1.3672 -0.8259
H 2.7440 2.3311 0.6327 0.1886
H 3.3154 0.5741 1.0386 0.2081
H 2.0220 -0.6925 -2.0877 0.2295
H 0.6678 -0.8959 -0.9569 0.2166
H 2.4103 -1.2973 -0.4923 0.2243
H 0.1854 1.3448 -1.3693 0.3702
H 1.1268 2.7191 -1.0212 0.3746
```

Summary:
HOMO, eV: -8.3
LUMO, Eh: 0.02993


Arrangement iii

C6H14N2 | ωB97M-V with the def2-TZVPD basis set

Geometry as XYZ:
```
22
Properties=species:S:1:pos:R:3:nbo_charge:R:1
N 1.9264 -2.4149 1.4178 -0.8537
C 0.7925 -2.0240 0.5588 -0.2228
C 1.0735 -0.6257 -0.0734 -0.2292
N 0.0386 -0.0298 -0.9212 -0.4385
C 0.2771 1.4243 -0.9969 -0.2368
C -1.0446 2.2306 -0.6121 -0.4065
C -1.7296 1.1866 0.3040 -0.4355
C -1.3793 -0.1045 -0.3904 -0.2424
H 2.8061 -2.5696 0.9542 0.3683
H 1.9083 -1.8206 2.2280 0.3576
H 0.6824 -2.8233 -0.1981 0.1901
H -0.0919 -1.9953 1.1822 0.1834
H 1.2986 -0.0691 0.8417 0.1550
H 1.9080 -0.7452 -0.7742 0.1976
H 1.0862 1.8804 -0.4407 0.1905
H 0.5007 1.6425 -2.0725 0.1921
H -0.7660 3.1603 -0.1018 0.2099
H -1.6676 2.4723 -1.4646 0.2031
H -2.7980 1.3989 0.3455 0.2170
H -1.3920 1.2244 1.3383 0.2032
H -1.4444 -1.0565 0.1431 0.2014
H -1.9851 -0.3422 -1.2678 0.1963
```

Summary:
HOMO, eV: -8.5
LUMO, Eh: 0.03909


Arrangement iv

C6H14N2 | ωB97M-V with the def2-TZVPD basis set

Geometry as XYZ:
```
22
Properties=species:S:1:pos:R:3:nbo_charge:R:1
C -1.0265 -3.3431 -0.5944 -0.4181
C -0.2175 -2.6392 -1.4035 -0.1533
C -0.2522 -1.1568 -1.6168 -0.4536
C 0.8438 -0.4547 -0.8459 -0.2259
N 0.0420 0.4085 0.1517 -0.6424
C 0.7902 0.9301 1.2495 -0.2247
C 0.0087 2.1037 1.8407 -0.2363
N -0.3583 3.2475 0.8333 -0.8688
H -0.8723 -4.2613 -0.0658 0.2097
H -1.6416 -2.6401 0.0453 0.1865
H 0.5504 -3.0734 -2.0014 0.1850
H -0.2395 -0.8288 -2.7671 0.2070
H -1.2733 -0.7183 -1.2667 0.2312
H 1.4655 -1.1610 -0.3694 0.1973
H 1.5941 0.1050 -1.4668 0.1764
H -0.4106 1.2116 -0.3128 0.3764
H 0.8933 0.1438 2.1498 0.1870
H 1.8248 1.2022 0.9764 0.1629
H 0.6132 2.5336 2.7073 0.1853
H -1.0452 1.7780 2.0777 0.2053
H 0.4462 3.3562 0.2633 0.3450
H -0.5693 4.1206 1.3572 0.3680
```

Summary:
HOMO, eV: -8.8
LUMO, Eh: 0.03876


Short version: arrangement i is the most stable of them.


Arrangement i

C3H9O2 | ωB97M-V with the def2-TZVPD basis set

Geometry as XYZ:
```
14
Properties=species:S:1:pos:R:3:nbo_charge:R:1
C -1.9787 2.1083 0.1620 -0.2153
O -0.9902 1.1073 0.3647 -1.0166
H -1.5185 3.0495 -0.1558 0.0923
H -2.8039 1.9083 -0.6337 0.0648
H -2.5042 2.3837 1.0481 0.0986
C 0.4563 -0.9424 -0.1176 -0.0457
O 0.9154 -2.2411 -0.5905 -0.7857
C 1.7508 -0.1755 0.2028 -0.6401
H -0.0748 -0.5051 -0.9777 0.1892
H -0.1836 -0.9776 0.6805 0.1921
H 0.2308 -2.9488 -0.4956 0.4494
H 2.4340 -0.0994 -0.6174 0.1835
H 1.4259 0.8653 0.3495 0.2555
H 2.2214 -0.5479 1.1259 0.1781
```

Summary:
HOMO, eV: -2.2
LUMO, Eh: 0.14297
Charge: -1


Arrangement ii

C3H9O2 | ωB97M-V with the def2-TZVPD basis set

Geometry as XYZ:
```
14
Properties=species:S:1:pos:R:3:nbo_charge:R:1
C 0.9450 -1.4444 -1.1150 -0.2073
O -0.3160 -1.8805 -1.1545 -0.7966
H 1.3954 -0.9749 -0.2032 0.1307
H 1.8720 -2.2057 -1.2344 0.0986
H 1.1547 -0.7617 -2.0472 0.1050
C -1.1947 0.6411 0.7097 -0.0386
O -1.7603 -0.2415 -0.2116 -0.8726
C 0.1776 1.4302 0.7887 -0.6502
H -1.9390 1.4381 0.9486 0.1043
H -0.9660 0.0834 1.6589 0.0856
H -0.8772 -1.0835 -0.7392 0.4883
H -0.0263 2.5256 0.9492 0.1727
H 0.7128 1.2246 1.7122 0.1789
H 0.8221 1.2491 -0.0622 0.2011
```

Summary:
HOMO, eV: -3.3
LUMO, Eh: 0.16147
Charge: -1


Short version: arrangement i is the most stable of them.


Arrangement i

C3H9O2 | ωB97M-V with the def2-TZVPD basis set

Geometry as XYZ:
```
14
Properties=species:S:1:pos:R:3:nbo_charge:R:1
C -1.1895 -1.5885 -0.8429 -0.0002
O -0.4214 -2.2319 -1.7377 -0.9504
C -0.8442 -0.1442 -0.4756 -0.4226
C 0.6282 0.2694 -0.8122 -0.6373
H -2.3299 -1.5465 -1.3363 0.0089
H -1.4209 -2.1852 0.0602 0.0730
H -1.4410 0.5631 -1.0578 0.1659
H -1.0665 0.1247 0.5877 0.1584
H 0.7877 1.3316 -0.7330 0.1781
H 1.2587 -0.4834 -0.2963 0.2035
H 0.7310 0.0574 -1.8944 0.2226
H 1.4188 1.5752 3.4329 0.4652
H 2.2898 1.9514 2.2683 0.4709
O 1.5992 2.3068 2.8371 -0.9361
```

Summary:
HOMO, eV: -1.8
LUMO, Eh: 0.12187
Charge: -1


Arrangement ii

C3H9O2 | ωB97M-V with the def2-TZVPD basis set

Geometry as XYZ:
```
14
Properties=species:S:1:pos:R:3:nbo_charge:R:1
C 0.0617 0.1090 0.8777 0.0311
O 0.9930 0.1220 1.7958 -0.9183
C 0.4812 0.0527 -0.5979 -0.4566
C 1.6919 0.8846 -0.9228 -0.6166
H -0.6706 1.0202 0.8373 -0.0008
H -0.6699 -0.7040 1.0097 0.0547
H -0.4038 0.4639 -0.9764 0.1708
H 0.6711 -0.9605 -0.9492 0.1565
H 1.9868 0.7149 -1.9969 0.1717
H 2.5726 0.7030 -0.1771 0.2294
H 1.3756 1.9485 -0.7803 0.1866
H -2.5411 -0.7703 0.3528 0.4740
H -2.5047 -2.1703 0.6874 0.4596
O -3.0436 -1.4136 0.8399 -0.9421
```

Summary:
HOMO, eV: -2.3
LUMO, Eh: 0.15537
Charge: -1


Short version: arrangement ii is the most stable of them.